(1)
A molecular structure, C32H41AsBrCrN3O6PS, computed with wB97M-V/def2-TZVPD.

electronic energy: -230034.176 eV
energy relative to the best compared isomer or geometry (same formula, charge and spin): 9.56 kcal per mole
expectation value of S²: 3.81
frontier orbital gap (spin up / spin down): 7.9 / 8.1 eV
spin multiplicity: 4
maximum force: 0.02168 Eh/bohr

The geometry in XYZ format:
```
87
Properties=species:S:1:pos:R:3:forces:R:3
Cr -0.110464 -0.027308 0.894352 0.424 -0.691 0.765
C 0.000045 1.578953 -3.675746 0.020 -0.030 0.046
C 0.620937 1.975678 -2.332723 -0.081 0.134 -0.133
C -0.230735 2.966605 -1.592113 0.043 -0.050 -0.038
C -0.116828 4.322722 -1.863316 -0.023 0.035 0.033
C -0.948486 5.243572 -1.243451 -0.024 -0.052 0.014
C -1.914087 4.800441 -0.356502 0.038 0.066 -0.023
C -2.055934 3.447950 -0.060719 -0.031 -0.029 0.148
C -3.124320 3.032256 0.926658 -0.043 0.053 -0.143
C -4.539414 3.154878 0.352044 0.051 -0.012 0.020
C -1.193468 2.540022 -0.676887 0.008 -0.184 -0.007
N -1.304062 1.137165 -0.347475 -0.335 0.220 -0.267
C -2.355995 0.517304 -0.792805 0.063 -0.048 0.056
C -2.642389 -0.766788 -0.286014 0.004 0.135 0.052
C -3.713268 -1.648105 -0.440210 -0.060 -0.033 0.016
C -3.501157 -2.670509 0.486056 0.036 0.008 -0.024
C -2.313597 -2.356448 1.161813 -0.085 -0.095 -0.022
N -1.790083 -1.214493 0.698944 0.237 -0.255 -0.013
H 0.662416 0.913698 -4.236755 -0.042 0.018 0.028
H -0.193556 2.460619 -4.289207 0.001 -0.030 -0.003
H -0.953037 1.061611 -3.525525 0.039 0.046 -0.015
H 1.614337 2.400817 -2.491541 0.005 -0.015 0.000
H 0.744653 1.093684 -1.719480 0.092 -0.109 0.132
H 0.639527 4.655734 -2.566542 -0.030 -0.008 0.017
H -0.842538 6.301537 -1.450455 -0.001 -0.032 0.012
H -2.560723 5.516735 0.141431 0.027 -0.044 -0.037
H -3.040640 3.675469 1.806138 0.004 0.001 0.020
H -2.964633 2.007132 1.259121 -0.009 0.020 -0.016
H -4.727370 4.168807 -0.004319 -0.005 -0.018 -0.001
H -5.288374 2.913855 1.108081 0.011 0.000 -0.017
H -4.682000 2.476059 -0.491798 0.002 0.023 0.013
H -3.017103 1.005961 -1.504892 -0.051 0.009 0.008
H -4.547804 -1.530849 -1.116328 0.063 -0.018 0.026
H -4.126294 -3.532347 0.663403 0.027 0.059 0.018
H -1.849592 -2.909979 1.964442 -0.009 0.028 -0.067
O 3.261711 -0.592349 3.903826 -0.101 -0.097 -0.117
As 3.039732 -0.365693 2.168269 0.247 -0.345 -0.117
O 4.065248 -1.380711 1.378754 -0.127 0.156 0.128
O 1.430091 -0.880506 1.865135 -0.166 0.496 0.113
C 3.799610 1.447384 1.928550 -0.597 0.282 -0.004
C 5.172955 1.498360 1.804701 -0.064 -0.079 -0.024
C 5.793677 2.735653 1.650495 0.084 0.182 0.001
C 5.055764 3.908254 1.605700 0.082 -0.012 -0.015
C 3.667805 3.872824 1.717333 -0.044 -0.156 0.068
C 3.064117 2.646317 1.886022 0.405 -0.417 -0.137
S 1.343834 2.345766 2.005364 0.212 0.102 0.097
O 1.267128 1.542661 3.206451 -0.233 0.003 0.013
O 0.500027 3.506963 1.970552 0.305 0.110 -0.220
O 1.223957 1.484235 0.757106 -0.945 0.120 0.348
H 3.763448 -1.417261 3.971453 0.021 0.044 0.075
H 5.742405 0.578081 1.811081 0.025 0.009 -0.008
H 6.872248 2.780583 1.562498 -0.026 -0.008 -0.017
H 5.558373 4.858387 1.472462 -0.002 -0.035 0.023
H 3.063101 4.770657 1.681530 0.024 -0.026 -0.024
Br -0.782716 0.735167 7.657509 0.006 0.003 0.005
C -0.938595 0.485170 5.796115 0.004 -0.020 0.055
C -1.492279 1.476343 5.010786 -0.079 0.000 0.022
C -1.553081 1.254680 3.648850 -0.087 -0.060 -0.178
N -1.132099 0.130025 3.062642 0.549 0.464 -0.083
C -0.617977 -0.818942 3.849940 -0.133 -0.025 -0.062
C -0.495636 -0.690679 5.219094 -0.030 0.007 0.022
H -1.842340 2.406214 5.435251 0.018 -0.015 -0.024
H -1.940816 2.025939 2.994909 0.116 -0.042 0.082
H -0.262604 -1.716266 3.361326 0.056 0.049 -0.009
H -0.041514 -1.472820 5.809714 -0.032 -0.006 -0.023
C 0.595745 -4.035355 0.959944 0.030 0.024 0.005
C 1.585040 -3.183755 0.171268 -0.236 -0.070 0.132
P 0.882874 -1.691662 -0.594450 0.123 0.256 -0.757
C 2.290377 -0.980300 -1.543766 0.113 -0.167 0.116
C 3.431442 -1.930953 -1.910128 -0.002 0.058 -0.007
C -0.264549 -2.321215 -1.878710 -0.004 -0.028 -0.045
C 0.235682 -3.453498 -2.777782 -0.012 0.053 -0.003
H 1.066918 -4.974280 1.254629 -0.002 0.015 0.002
H -0.302498 -4.275887 0.386093 0.035 0.002 0.022
H 0.289643 -3.519749 1.871513 0.021 -0.005 -0.041
H 2.019661 -3.756413 -0.648358 -0.009 -0.042 -0.011
H 2.402152 -2.841258 0.800105 0.134 0.000 0.002
H 2.697291 -0.170844 -0.936840 -0.018 0.103 -0.010
H 1.849655 -0.529939 -2.433711 0.004 0.017 -0.052
H 3.974708 -2.216496 -1.009816 -0.012 -0.038 -0.017
H 4.129204 -1.413569 -2.572180 -0.011 -0.024 0.026
H 3.084965 -2.826284 -2.429091 0.030 0.036 0.020
H -0.531640 -1.450261 -2.485906 -0.048 0.008 0.021
H -1.179130 -2.623249 -1.363530 0.011 -0.021 -0.007
H 1.056903 -3.131333 -3.420479 -0.018 -0.013 0.043
H -0.576250 -3.793854 -3.423263 0.039 0.016 -0.006
H 0.573269 -4.315221 -2.199542 -0.024 0.033 -0.021
```
Positions in Å, forces in eV/Å.

Charge distribution, Mulliken scheme, values in e: 0.72, -1.37, 0.49, 0.56, -0.62, -1.20, -0.68, 0.85, -0.59, -1.49, -1.00, 1.76, -0.22, -0.99, -1.24, -1.11, -0.79, 1.82, 0.40, 0.40, 0.22, 0.77, -1.32, 0.49, 0.39, 0.48, 0.73, -0.21, 0.39, 0.44, 0.28, 0.64, 0.57, 0.48, 0.49, -0.65, 0.91, -0.77, 0.46, -0.33, -0.65, -0.67, -0.52, -0.51, -0.19, 1.46, -0.59, -0.72, -0.76, 0.31, 0.49, 0.41, 0.41, 0.54, -0.16, 0.03, -0.89, -0.34, 0.41, -0.05, -1.01, 0.51, 0.22, 0.14, 0.50, -1.20, -0.77, 1.81, -0.06, -1.52, 0.22, -1.54, 0.51, 0.29, -0.04, 0.77, 0.32, -0.03, 0.27, 0.29, 0.48, 0.29, 0.16, 0.15, 0.32, 0.46, 0.30

(2)
A molecular structure, C32H41CaN7O5S, computed with wB97M-V/def2-TZVPD.

electronic energy: -83787.402 eV
energy relative to the best compared isomer or geometry (same formula, charge and spin): 31.50 kcal per mole
frontier orbital gap (spin up / spin down): 4.1 / 2.2 eV
maximum force: 0.07343 Eh/bohr
total charge: -2

The geometry in XYZ format:
```
87
Properties=species:S:1:pos:R:3:forces:R:3
Ca 0.118222 -0.345845 0.274056 0.173 -0.376 1.374
C 4.181266 3.057867 5.862311 -0.422 -1.299 0.074
O 4.852825 2.034729 5.071373 -0.943 1.750 1.702
C 4.302586 1.619928 3.874802 1.618 -0.613 -0.978
C 5.253920 1.013331 3.049636 2.006 -0.336 0.453
C 4.899207 0.096378 2.076714 -1.432 1.090 0.294
C 3.544104 0.010706 1.593172 1.664 -0.092 -0.430
C 3.339703 -0.788691 0.415421 -0.328 0.868 1.281
C 4.478326 -1.419956 -0.378812 -0.785 -1.027 0.406
O 2.127078 -1.087484 0.060839 0.200 -0.292 -1.252
C 2.563120 0.842732 2.307816 0.201 -0.007 1.204
O 1.324403 0.952825 2.040191 -0.773 -0.245 -1.568
C 2.998171 1.515270 3.514944 -1.725 0.372 0.570
H 4.657024 3.042431 6.859001 -0.115 -0.160 -0.427
H 3.067894 2.902365 6.024044 1.260 -0.102 -0.421
H 4.328693 4.051170 5.458926 0.026 0.318 -0.460
H 6.347841 1.172006 3.260717 -1.146 -0.357 0.178
H 5.628727 -0.596208 1.715802 0.452 0.141 -0.310
H 4.529135 -1.010130 -1.397326 0.062 0.124 0.042
H 4.116256 -2.487343 -0.507890 0.817 0.826 0.071
H 5.480515 -1.362945 0.103722 -0.842 -0.223 -0.579
H 2.215413 1.933349 4.207415 0.573 -0.500 -1.080
N -2.810277 -2.492548 -2.284299 -0.166 -1.603 -2.371
C -2.516942 -3.123696 -3.527922 0.757 0.953 1.347
C -3.659070 -3.756862 -4.033579 1.173 -0.446 0.270
C -3.543554 -4.565465 -5.117395 0.606 -0.239 -1.928
C -2.320716 -4.574764 -5.898418 -1.721 0.676 2.389
C -1.225366 -3.884469 -5.418606 -0.264 0.179 0.161
C -1.229640 -3.196236 -4.188136 -2.378 -1.016 -0.186
S 0.335277 -2.809095 -3.592383 0.342 2.371 -0.119
N -0.906842 -1.181528 -1.858626 1.993 1.787 -0.694
C -2.156641 -1.455462 -1.716791 -2.314 2.121 2.099
C -3.007034 -0.651394 -0.776839 1.945 -1.075 -0.478
C -4.387142 -0.660078 -0.766201 -2.215 -0.012 0.594
C -5.090145 -0.086433 0.313734 0.070 -0.081 -0.615
C -4.408211 0.608801 1.351480 -0.352 -0.893 -1.526
C -3.028074 0.665647 1.160314 -0.219 -0.356 0.967
N -2.376154 0.036334 0.214902 1.000 0.441 -0.585
H -3.744431 -2.722254 -1.953210 0.563 0.328 0.055
H -4.531509 -3.723604 -3.395090 -0.301 -0.060 -0.317
H -4.440850 -5.116675 -5.414162 0.458 0.003 -0.258
H -2.284496 -5.107273 -6.792451 0.106 -0.847 -1.351
H -0.278474 -3.851425 -5.953073 -0.220 -0.230 -0.061
H -4.912875 -1.119225 -1.619350 -0.063 0.287 0.620
H -6.187024 -0.168083 0.303092 0.456 0.093 0.091
H -4.890609 0.960977 2.248660 -0.025 0.172 -0.046
H -2.410887 1.097689 1.936131 0.215 0.218 0.046
C -0.246000 -5.066080 2.103506 0.000 0.028 -0.108
C -0.361668 -3.583004 1.827594 0.521 1.625 0.212
N -0.064811 -3.045016 0.685781 -0.703 -0.092 0.694
O 0.400512 -3.969832 -0.225335 0.170 -0.612 -1.201
C -0.757650 -2.620612 2.893759 0.133 1.633 -0.396
C -1.232193 -2.974466 4.271419 -0.514 0.292 -0.035
N -0.680536 -1.290372 2.581120 -0.163 -2.622 -1.166
O -1.184573 -0.433799 3.344798 -0.220 0.472 1.078
H 0.714810 -5.488598 1.756321 -0.589 0.278 -0.287
H -1.113113 -5.585826 1.632531 0.737 0.114 0.288
H -0.243650 -5.228073 3.178614 -0.322 -0.049 0.083
H 0.396154 -3.508188 -1.093609 0.020 -0.054 0.794
H -1.673163 -3.977673 4.327079 -0.196 0.293 0.106
H -1.894622 -2.156042 4.647391 -0.030 -0.769 -0.594
H -0.433987 -2.922225 4.997760 0.668 -0.235 0.302
C -0.196229 -0.925187 -3.070921 0.521 -0.747 2.631
H 0.729296 -0.388110 -2.741453 -0.364 -0.824 -0.700
H -0.718979 -0.226801 -3.776367 0.151 -1.332 -0.217
C 1.017024 5.458823 -2.523472 -1.235 0.262 0.221
C 0.707688 5.279958 -1.009084 -0.306 -0.535 -0.675
N 0.004494 3.989707 -0.745276 -0.721 2.776 0.044
C -1.404163 4.084750 -0.285246 0.406 -0.499 0.781
C -2.558283 4.278432 -1.315494 0.035 0.834 1.247
C 0.601855 2.804208 -0.930485 0.138 -2.500 -0.729
C 2.086130 2.667176 -0.717081 0.689 1.039 1.154
N -0.031921 1.702705 -1.278345 0.169 1.694 -0.044
H 1.756355 6.253728 -2.665129 0.048 -0.219 -0.042
H 0.070368 5.812455 -3.000456 0.734 -0.514 -0.062
H 1.355602 4.505737 -2.971320 -0.140 0.597 0.164
H -0.007236 6.064561 -0.682440 0.735 -0.337 -0.067
H 1.678286 5.395445 -0.514633 -0.418 -0.337 0.581
H -1.442505 4.914576 0.479727 0.064 -0.890 -0.698
H -1.534846 3.114783 0.254799 -0.242 0.812 -0.315
H -2.895687 5.346458 -1.372357 0.470 -0.803 -0.142
H -3.422435 3.709287 -0.953506 0.135 0.008 -0.190
H -2.272431 3.923805 -2.281921 0.094 -0.213 -0.703
H 2.706363 3.362065 -1.308441 -0.439 -0.196 -0.150
H 2.384562 1.659365 -0.934949 0.103 -0.483 -0.109
H 2.401455 2.877255 0.341912 -0.616 -0.272 -0.728
H -0.983018 1.915256 -1.635450 0.494 -0.257 0.729
```
Positions in Å, forces in eV/Å.

Charge distribution, Mulliken scheme, values in e: 2.06, -0.73, -0.40, 1.50, -0.95, -1.41, 0.91, 0.23, -1.53, -0.46, -0.02, -0.56, -0.45, 0.25, 0.25, 0.28, 0.19, 0.27, 0.19, 0.19, 0.36, -0.14, -0.13, 0.52, -0.79, -0.56, -0.77, -0.45, 0.46, -0.38, 0.61, -0.32, 0.12, -1.04, -0.32, -1.62, -0.30, 0.67, 0.29, 0.31, 0.33, 0.44, 0.37, 0.49, 0.34, 0.44, 0.66, -1.60, 0.26, 0.55, -0.67, -0.06, -1.62, 0.60, -0.80, 0.32, 0.22, 0.43, 0.27, 0.41, 0.33, 0.26, -0.70, 0.15, 0.37, -1.03, -0.79, 0.38, -0.66, -1.29, 0.50, -1.30, -0.27, 0.35, 0.32, 0.26, 0.42, 0.43, 0.63, 0.12, 0.33, 0.37, 0.36, 0.47, 0.17, 0.21, -0.10

Question: Which formula does entry 1 have?
Answer: C32H41AsBrCrN3O6PS

Question: Among the records above, which one has the lowest electronic energy?
Answer: C32H41AsBrCrN3O6PS